# 1
{"formula": "C9H11N2OP", "method": "ωB97M-V/def2-TZVPD", "e_lumo_ha": 0.0216, "total_energy_ha": -875.583418, "fmax_ev_per_a": 4.698, "homo_lumo_gap_ev": 9.20, "homo_energy_ev": -8.6161, "smiles": "COP([C@@H]1C=CN=C1)n1cccc1", "symbols": ["C", "O", "P", "C", "C", "C", "N", "C", "N", "C", "C", "C", "C", "H", "H", "H", "H", "H", "H", "H", "H", "H", "H", "H"], "positions_angstrom": [[-0.2721, 2.8450, 0.8984], [0.4246, 1.8261, 0.1903], [0.4008, 0.2882, 0.8191], [1.4549, -0.2876, -0.5432], [1.4036, -1.7431, -0.6487], [2.6548, -2.1869, -0.4325], [3.6239, -1.2373, -0.3019], [2.9419, -0.1307, -0.3097], [-1.0638, -0.3505, 0.3248], [-2.0838, -0.2622, 1.2478], [-3.2871, -0.7851, 0.7223], [-2.9270, -1.3416, -0.5160], [-1.6102, -1.0643, -0.7299], [0.1676, 3.7825, 0.4746], [-0.1300, 2.7712, 1.9364], [-1.3552, 2.7314, 0.7406], [1.0553, 0.2151, -1.4912], [0.5478, -2.3848, -0.6686], [2.9170, -3.3196, -0.3911], [3.3996, 0.8406, -0.0783], [-1.8665, 0.3929, 1.9853], [-4.2066, -0.7878, 1.1754], [-3.5798, -1.8664, -1.3043], [-1.0530, -1.1808, -1.6020]], "atomic_forces_ev_per_a": [[-0.0174, 0.5262, -1.8851], [-0.2066, -0.5314, 0.2908], [1.6921, 1.3896, 0.1520], [0.0857, 0.0472, -1.4821], [0.7104, -1.2688, 0.6337], [-0.7949, -4.5770, -0.7007], [-0.3841, 2.1569, 0.5324], [0.6030, 1.1714, 0.1850], [-2.5437, -1.5811, -0.4260], [-2.3503, -1.1145, -2.4911], [3.8137, 0.5820, 0.4286], [-0.7354, -0.7903, -1.9522], [0.0769, 0.6230, -0.0978], [-0.8718, -0.5378, 0.6418], [0.5619, 0.0378, 1.5671], [0.2415, 0.4212, -0.3011], [0.7687, -0.2901, 1.2067], [-0.2520, -0.0283, -0.2546], [-0.2885, 2.2528, -0.0674], [-0.0799, -0.4309, -0.4051], [0.0289, 1.4821, 2.9479], [-1.8987, 0.0119, 1.0394], [1.0923, 0.9126, 1.6124], [0.7479, -0.4645, -1.1746]]}


# 2
{"formula": "C48H54AsN2OSbSeTa", "method": "ωB97M-V/def2-TZVPD", "de_lowest_kj_mol": 335.2, "total_charge": 1, "e_lumo_ha": [-0.0933, -0.0879], "total_energy_ha": -6980.306409, "fmax_ev_per_a": 1.802, "homo_lumo_gap_ev": [6.57, 6.57], "homo_energy_ev": [-9.1088, -8.9613], "symbols": ["Ta", "C", "C", "C", "C", "C", "C", "Sb", "C", "C", "C", "C", "C", "C", "C", "C", "C", "C", "C", "C", "H", "H", "H", "H", "H", "H", "H", "H", "H", "H", "H", "H", "H", "H", "H", "C", "O", "C", "C", "H", "H", "H", "H", "H", "H", "C", "As", "C", "C", "C", "C", "C", "C", "C", "C", "H", "H", "H", "H", "H", "H", "H", "H", "H", "H", "H", "H", "H", "C", "N", "C", "Se", "N", "C", "C", "C", "C", "C", "C", "H", "H", "H", "H", "H", "H", "H", "H", "C", "C", "C", "C", "C", "C", "C", "C", "C", "C", "H", "H", "H", "H", "H", "H", "H", "H", "H", "H", "H", "H"], "positions_angstrom": [[0.2508, -0.1427, 0.5729], [1.5723, -8.3349, 1.8030], [1.4170, -8.1692, 0.4372], [1.2370, -6.9024, -0.0953], [1.2148, -5.7865, 0.7299], [1.3830, -5.9631, 2.1004], [1.5531, -7.2295, 2.6387], [1.0617, -3.8073, -0.0196], [0.9715, -4.2163, -2.0910], [2.1636, -4.2906, -2.8036], [2.1583, -4.4948, -4.1753], [0.9588, -4.6180, -4.8561], [-0.2372, -4.5549, -4.1567], [-0.2283, -4.3559, -2.7847], [-0.9512, -3.2149, 0.4042], [-1.6799, -2.3177, -0.3832], [-2.8926, -1.7946, 0.0655], [-3.4003, -2.1719, 1.2957], [-2.6892, -3.0651, 2.0841], [-1.4713, -3.5596, 1.6540], [1.7135, -9.3242, 2.2169], [1.4323, -9.0297, -0.2161], [1.1096, -6.7936, -1.1666], [1.3938, -5.1122, 2.7700], [1.6783, -7.3501, 3.7055], [3.1168, -4.1958, -2.2960], [3.0931, -4.5588, -4.7145], [0.9563, -4.7698, -5.9251], [-1.1791, -4.6722, -4.6763], [-1.1709, -4.3362, -2.2534], [-1.3123, -2.0297, -1.3539], [-3.4499, -1.1149, -0.5667], [-4.3493, -1.7825, 1.6388], [-3.0755, -3.3702, 3.0439], [-0.9361, -4.2503, 2.2963], [0.4942, -0.8499, -3.3454], [0.3155, -0.8998, -1.9218], [1.3506, -0.6552, -1.0271], [2.6944, -0.5238, -1.6496], [0.8486, 0.1326, -3.6467], [-0.4939, -1.0335, -3.7625], [1.1769, -1.6456, -3.6469], [2.9315, -1.3318, -2.3408], [3.4573, -0.4927, -0.8708], [2.7180, 0.4234, -2.1980], [-2.5704, 2.1030, 1.4940], [-0.6301, 2.2596, 1.4104], [-0.1973, 2.6141, 3.2583], [-0.4191, 4.0310, 0.6149], [-1.1880, 5.0951, 1.3324], [-0.6107, 5.8142, 2.3741], [-1.3317, 6.7853, 3.0513], [-2.6440, 7.0508, 2.6915], [-3.2245, 6.3522, 1.6444], [-2.5006, 5.3825, 0.9686], [-2.9923, 2.9285, 2.0667], [-2.8406, 1.1588, 1.9688], [-2.9670, 2.1187, 0.4785], [-0.8398, 3.4122, 3.6319], [0.8456, 2.9171, 3.3366], [-0.3483, 1.7087, 3.8334], [-0.7184, 3.9247, -0.4252], [0.6552, 4.2324, 0.6219], [0.4187, 5.6200, 2.6515], [-0.8666, 7.3380, 3.8537], [-3.2088, 7.8061, 3.2195], [-4.2425, 6.5675, 1.3487], [-2.9551, 4.8537, 0.1386], [-1.7197, 3.1952, -4.7652], [-0.4787, 3.9061, -4.5624], [0.4165, 3.6705, -3.5802], [0.3663, 2.3804, -2.2525], [1.4237, 4.5596, -3.7357], [1.1854, 5.3783, -4.8267], [1.9050, 6.4135, -5.3990], [1.3494, 7.0103, -6.5193], [0.1258, 6.5876, -7.0480], [-0.5917, 5.5500, -6.4763], [-0.0350, 4.9570, -5.3539], [-1.8305, 2.4847, -3.9498], [-1.6921, 2.6651, -5.7171], [-2.5494, 3.9012, -4.7615], [2.2123, 4.5727, -3.1104], [2.8501, 6.7461, -4.9978], [1.8775, 7.8217, -6.9971], [-0.2680, 7.0814, -7.9243], [-1.5353, 5.2247, -6.8880], [2.5469, -2.0128, 3.1591], [1.6225, -0.8163, 3.4319], [2.3721, 0.1470, 4.3668], [1.3489, -0.1228, 2.1071], [0.3520, -1.2844, 4.1408], [0.4642, -2.1403, 5.2390], [-0.6483, -2.5595, 5.9463], [-1.9150, -2.1274, 5.5826], [-2.0527, -1.2853, 4.4954], [-0.9289, -0.8823, 3.7891], [3.2917, -1.7648, 2.4014], [1.9835, -2.8690, 2.7936], [3.0740, -2.3090, 4.0648], [3.3350, 0.4127, 3.9316], [2.5573, -0.3208, 5.3333], [1.8133, 1.0619, 4.5424], [2.2005, 0.5302, 1.8240], [1.4428, -2.4723, 5.5571], [-0.5254, -3.2219, 6.7923], [-2.7841, -2.4458, 6.1414], [-3.0307, -0.9375, 4.1929], [-1.0602, -0.2029, 2.9545]], "atomic_forces_ev_per_a": [[-1.0080, -1.4417, -0.3907], [0.0152, -0.0724, 0.0894], [0.0246, -0.0495, -0.0173], [-0.0756, -0.0402, -0.2585], [-0.4063, -0.0982, 0.0963], [0.0212, 0.0020, 0.1100], [0.0003, 0.0062, -0.0200], [0.9454, 0.4754, 0.0930], [-0.3311, -0.0301, -0.2032], [0.1298, 0.0391, 0.0440], [0.0717, -0.0095, -0.0724], [-0.0620, 0.0082, -0.0018], [-0.0287, -0.0032, -0.0365], [-0.0363, -0.1057, 0.0549], [-0.0168, -0.0610, 0.3626], [0.1981, 0.3074, -0.0188], [-0.0378, 0.1930, 0.0470], [-0.0958, -0.0050, 0.1184], [-0.0718, -0.0656, -0.1075], [0.0018, -0.2036, -0.0366], [-0.0049, -0.0179, 0.0049], [0.0051, -0.0487, -0.0515], [-0.0053, 0.0197, 0.0100], [0.0007, 0.1029, 0.0422], [0.0090, -0.0083, 0.0523], [0.0157, 0.0325, 0.0652], [0.0550, 0.0019, -0.0112], [-0.0057, -0.0265, -0.0857], [-0.0159, 0.0065, -0.0229], [-0.0496, 0.0362, 0.0420], [-0.0780, -0.1141, -0.1027], [-0.0123, 0.0140, -0.0441], [-0.0422, 0.0185, -0.0051], [-0.0508, -0.0381, 0.0563], [0.0343, -0.0035, 0.0068], [0.0610, -0.1617, 0.1376], [0.0142, 0.0058, 0.0008], [0.0219, 1.1744, -0.5741], [0.2281, -0.1154, 0.4733], [0.0372, -0.0614, -0.0984], [0.0435, 0.0003, -0.0499], [-0.0538, 0.0297, -0.1017], [0.0071, -0.1221, -0.0304], [-0.0033, 0.0246, -0.0574], [0.0721, -0.0435, -0.0377], [-0.0276, -0.0335, 0.0538], [-0.2125, 0.2685, -0.1876], [-0.0868, 0.1999, 0.0361], [0.1348, 0.1933, -0.0242], [0.0363, -0.0551, -0.0266], [0.0307, 0.0473, 0.0470], [-0.0073, -0.0406, -0.0512], [-0.0230, 0.0396, 0.0387], [-0.0475, -0.0035, -0.0219], [-0.0322, 0.0275, -0.0116], [0.0211, -0.0127, -0.0188], [-0.0190, -0.0015, -0.0108], [-0.0076, -0.0160, 0.0236], [0.0461, -0.0368, 0.0129], [0.0153, -0.0162, -0.0431], [-0.0182, -0.0760, 0.1006], [-0.0193, 0.0458, 0.0609], [-0.0710, -0.0292, -0.0285], [0.0181, -0.0140, 0.0050], [0.0332, 0.0438, 0.0680], [-0.0174, 0.0305, 0.0089], [-0.0195, 0.0053, -0.0070], [0.0056, -0.0229, -0.0017], [-0.0144, -0.0587, 0.0083], [0.1063, 0.0225, 0.1644], [-0.0001, -0.2702, 0.3238], [0.0977, 0.2469, -0.3137], [-0.0802, -0.1204, 0.0982], [-0.0685, 0.0764, -0.1910], [-0.1200, -0.0101, -0.0509], [-0.0557, -0.0342, -0.0119], [0.0680, 0.0406, 0.0115], [0.1064, 0.0340, 0.0827], [0.1035, 0.1658, -0.1557], [-0.0356, -0.0038, -0.0364], [-0.0371, -0.0066, 0.0021], [-0.0247, -0.0236, -0.0037], [-0.0190, 0.0208, -0.0572], [0.0661, -0.0002, 0.0433], [0.0188, 0.0494, -0.0349], [-0.0079, 0.0210, -0.0302], [-0.0455, -0.0319, -0.0097], [0.0904, -0.1130, -0.0617], [-0.0266, 0.3340, 0.0257], [0.0576, 0.0087, 0.0854], [0.4744, -0.5968, 0.8539], [-0.0256, -0.1029, 0.0397], [0.0505, 0.0260, -0.0106], [0.0595, -0.0539, 0.0296], [-0.1341, -0.0023, -0.0066], [0.0856, 0.0681, 0.1420], [0.1293, 0.1838, -0.0786], [0.0007, 0.0503, 0.0508], [-0.0209, -0.0054, -0.0510], [0.0276, -0.0636, 0.0604], [0.0800, 0.0210, -0.0452], [0.0169, -0.0250, 0.0363], [-0.0972, 0.0758, 0.0107], [-0.0119, 0.0078, -0.3798], [0.0363, -0.0544, 0.0189], [0.0063, -0.0132, 0.0308], [-0.0246, -0.0128, 0.0323], [-0.0561, 0.0281, -0.0068], [-0.0294, 0.0268, -0.1086]]}